1.
Formula: C19H35N3OSV
Source: OMol25
Level of theory: wB97M-V/def2-TZVPD

Output
Expectation value of S²: 3.768
LUMO energy (alpha / beta), eV: -5.32 / -5.38
Energy above the lowest of the compared OMol25 structures with the same formula, charge and spin, kcal per mole: 7.0
Gap between HOMO and LUMO (alpha / beta), hartree: 0.26925 / 0.29758

The geometry in ORCA input format:
```
! wB97M-V def2-TZVPD RIJCOSX def2/J DEFGRID3
* xyz 2 4
V 0.73 0.30 0.22
C -2.01 4.32 -0.35
C -2.38 3.17 -1.04
C -1.59 2.03 -0.97
C -0.40 2.00 -0.23
C -0.04 3.18 0.44
C -0.83 4.33 0.39
H -2.62 5.21 -0.40
H -3.28 3.17 -1.63
H -1.90 1.15 -1.52
H 0.90 3.23 0.99
H -0.52 5.23 0.90
N -1.89 0.38 4.69
C -2.40 1.08 3.46
C -1.73 0.52 2.23
N -0.26 0.61 2.31
C 0.24 -0.08 3.50
C -0.39 0.45 4.79
H -2.18 -0.60 4.67
H -2.31 0.78 5.53
H -2.18 2.14 3.59
H -3.48 0.95 3.42
H -2.06 1.07 1.35
H -2.00 -0.53 2.08
H -0.03 1.60 2.35
H 1.32 0.04 3.58
H 0.04 -1.15 3.39
H -0.14 1.49 4.95
H -0.07 -0.13 5.65
C -1.48 -3.33 -2.95
C -2.26 -2.73 -1.77
C -3.40 -1.84 -2.28
C -2.80 -3.84 -0.85
C -1.34 -1.89 -0.99
N -0.63 -1.22 -0.38
H -2.16 -3.94 -3.54
H -0.67 -3.97 -2.60
H -1.07 -2.55 -3.59
H -4.09 -2.45 -2.85
H -3.02 -1.05 -2.93
H -3.95 -1.39 -1.45
H -3.47 -4.47 -1.43
H -3.36 -3.43 -0.02
H -1.99 -4.46 -0.47
C 5.51 1.03 -1.84
C 5.16 0.33 -0.54
S 3.58 -0.53 -0.52
O 2.53 0.55 -0.85
C 3.69 -1.59 -2.00
C 3.37 -0.88 -3.31
H 6.41 1.63 -1.68
H 4.71 1.70 -2.16
H 5.73 0.33 -2.64
H 5.06 1.03 0.29
H 5.89 -0.43 -0.25
H 2.97 -2.38 -1.78
H 4.68 -2.03 -1.96
H 2.76 0.01 -3.15
H 2.82 -1.55 -3.96
H 4.28 -0.58 -3.84
*
```

---

2.
Formula: C19H36N2O5
Source: OMol25
Level of theory: wB97M-V/def2-TZVPD

Output
LUMO energy, eV: 0.26
Energy above the lowest of the compared OMol25 structures with the same formula, charge and spin, kcal per mole: 0.0
Structure (SMILES): CC(C)=O.CC(C)=O.CC(C)=O.CC(C)=O.CC(C)=O.CC#N.CC#N
Gap between HOMO and LUMO, hartree: 0.35085

The geometry in ORCA input format:
```
! wB97M-V def2-TZVPD RIJCOSX def2/J DEFGRID3
* xyz 0 1
C 3.72 1.92 -4.20
C 2.97 0.66 -3.81
C 1.88 0.86 -2.80
O 3.29 -0.41 -4.26
H 2.98 2.64 -4.59
H 4.45 1.73 -4.99
H 4.14 2.48 -3.36
H 1.09 1.58 -3.04
H 2.35 1.12 -1.85
H 1.28 -0.05 -2.69
C -0.71 4.57 -3.14
C -0.94 4.05 -4.56
C -2.28 4.42 -5.17
O -0.14 3.33 -5.10
H -1.65 4.74 -2.63
H -0.12 5.48 -3.29
H -0.18 3.77 -2.62
H -2.24 5.46 -5.50
H -3.09 4.22 -4.47
H -2.49 3.83 -6.07
C -1.73 -2.46 3.69
C -0.21 -2.50 3.77
C 0.33 -2.70 5.16
O 0.48 -2.23 2.81
H -2.23 -1.69 4.28
H -2.09 -3.45 3.98
H -2.04 -2.21 2.67
H 1.37 -3.02 5.19
H -0.33 -3.36 5.71
H 0.31 -1.71 5.62
C -0.58 -4.84 0.44
C 0.35 -3.84 -0.26
C 1.84 -4.04 -0.05
O -0.09 -2.97 -0.96
H -0.87 -4.54 1.44
H 0.02 -5.75 0.53
H -1.46 -4.95 -0.19
H 2.32 -3.10 -0.26
H 2.15 -4.84 -0.72
H 1.99 -4.36 0.98
C -0.77 2.83 4.60
C 0.55 2.33 4.00
C 1.45 1.60 4.97
O 0.81 2.55 2.85
H -0.82 3.89 4.77
H -0.90 2.34 5.57
H -1.53 2.43 3.93
H 2.34 1.26 4.44
H 0.87 0.76 5.34
H 1.74 2.23 5.81
C 0.27 0.06 0.50
C -0.36 1.34 0.14
N -0.87 2.32 -0.17
H 1.26 0.03 0.05
H -0.40 -0.70 0.10
H 0.40 0.00 1.57
C -2.62 -1.89 -2.59
C -3.61 -2.76 -1.92
N -4.38 -3.38 -1.35
H -2.12 -2.39 -3.42
H -1.90 -1.55 -1.86
H -3.26 -1.12 -3.02
*
```